Record 1
This record from the OMol25 dataset describes a cluster of 10 separate species, C18H48F16N8O14P2S4 in total at a distorted geometry. The level of theory is ωB97M-V/def2-TZVPD.

## Properties
charge: +2
HOMO energy: -12.1 eV
E_LUMO: -5.98 eV
multiplicity: 1
frontier orbital gap: 6.14 eV

CARTESIAN COORDINATES (ANGSTROEM)
C (6.6161, 4.2576, -4.0468)
C (6.5519, 5.5458, -3.2876)
O (5.7067, 5.7666, -2.4448)
N (7.7651, 6.4532, -3.5616)
H (8.7028, 6.2005, -3.2841)
H (7.9155, 6.6084, -4.5482)
C (7.6114, 7.8140, -2.8460)
H (6.7309, 3.3879, -3.3999)
H (7.3440, 4.1540, -4.8515)
H (5.6669, 4.2548, -4.5825)
H (6.7099, 8.3587, -3.1266)
H (8.5805, 8.3115, -2.8835)
H (7.5177, 7.5177, -1.8012)
C (-7.5753, -7.3158, 1.8110)
C (-6.5311, -6.4247, 2.5041)
O (-6.3478, -6.4144, 3.7184)
N (-5.9629, -5.2415, 1.6782)
H (-6.3954, -5.2507, 0.7656)
H (-6.2514, -4.3546, 2.0659)
C (-4.3959, -5.2997, 1.6344)
H (-7.1739, -8.0107, 1.0733)
H (-8.3873, -6.6481, 1.5230)
H (-8.1124, -7.9114, 2.5491)
H (-3.9830, -6.2832, 1.4102)
H (-4.1185, -5.0188, 2.6504)
H (-3.9570, -4.5565, 0.9687)
C (-3.3519, -0.8543, -4.0646)
C (-2.5261, -0.1781, -5.0681)
O (-2.7667, -0.2670, -6.2405)
N (-1.3442, 0.6797, -4.5562)
H (-1.4302, 1.6842, -4.6167)
H (-1.2083, 0.5521, -3.5636)
C (-0.0033, 0.1134, -5.1639)
H (-4.3766, -1.0727, -4.3654)
H (-3.5643, -0.3192, -3.1391)
H (-2.8491, -1.7833, -3.7957)
H (0.7529, 0.8003, -4.7840)
H (-0.0166, 0.2666, -6.2430)
H (0.0176, -0.8766, -4.7083)
C (1.9183, -1.0169, 6.6732)
C (3.1554, -0.8419, 7.5315)
O (3.8649, 0.1693, 7.4817)
N (3.5852, -2.0265, 8.4346)
H (2.8498, -2.7046, 8.5738)
H (4.3360, -2.5707, 8.0344)
C (4.0320, -1.5428, 9.8444)
H (1.9628, -0.4582, 5.7383)
H (1.0788, -0.6943, 7.2890)
H (1.7816, -2.0511, 6.3573)
H (3.2280, -0.9772, 10.3152)
H (4.9274, -0.9255, 9.7703)
H (4.3136, -2.3967, 10.4605)
C (5.4527, -4.5088, 1.5667)
C (4.5923, -4.6048, 2.8294)
O (3.8193, -3.7392, 3.0984)
N (4.8200, -5.7892, 3.6819)
H (5.4578, -6.5019, 3.3573)
H (5.2496, -5.3972, 4.5077)
C (3.5419, -6.5415, 4.0921)
H (6.4202, -4.1604, 1.9282)
H (5.0340, -3.6878, 0.9847)
H (5.4657, -5.4061, 0.9481)
H (3.0063, -6.7956, 3.1774)
H (2.9592, -5.8597, 4.7116)
H (3.6642, -7.4200, 4.7255)
C (-1.2226, 7.3020, -1.3566)
C (-1.9211, 6.1966, -0.6334)
O (-2.4061, 6.2927, 0.4996)
N (-2.3866, 5.0427, -1.5472)
H (-1.9509, 5.1906, -2.4464)
H (-1.9963, 4.1341, -1.3420)
C (-3.9006, 4.9346, -1.5797)
H (-0.1363, 7.2273, -1.3060)
H (-1.2735, 8.1813, -0.7145)
H (-1.6282, 7.6481, -2.3073)
H (-4.3529, 4.9623, -0.5884)
H (-4.1548, 3.9686, -2.0160)
H (-4.2405, 5.8093, -2.1342)
P (-8.4042, -0.5748, 3.1039)
F (-9.9661, -0.1747, 2.9968)
F (-8.6720, -1.5061, 4.3654)
F (-8.7752, -1.8460, 2.0880)
F (-6.8132, -1.0090, 3.2158)
F (-7.9871, 0.3699, 1.8005)
F (-8.1781, 0.6034, 4.1222)
P (1.2946, -5.9574, -2.3988)
F (0.8575, -4.4926, -1.8437)
F (1.0255, -5.5332, -3.9414)
F (2.8809, -5.5279, -2.4468)
F (1.6774, -7.4648, -2.8343)
F (1.4557, -6.3913, -0.8555)
F (-0.2943, -6.3777, -2.3056)
N (-1.4668, 5.1193, -5.7610)
S (-0.0973, 5.8879, -6.4257)
O (-0.1742, 7.3795, -6.5171)
O (0.7341, 5.1475, -7.3547)
F (0.8205, 5.7124, -5.1238)
S (-2.4696, 5.6087, -6.7295)
O (-2.2465, 5.4841, -8.1842)
O (-3.4281, 6.5807, -6.1894)
F (-3.4168, 4.2458, -6.5769)
N (-0.2800, 1.2687, -0.2607)
S (-0.8791, 0.5786, 1.1774)
O (-1.3249, 1.5019, 2.2234)
O (-0.5061, -0.8113, 1.4908)
F (-2.2247, 0.1898, 0.5568)
S (1.1528, 1.1008, 0.2483)
O (1.8988, -0.0409, -0.2257)
O (1.6755, 1.7017, 1.4877)
F (1.6233, 2.1411, -0.9221)

Mulliken population analysis, charges in e, atoms 1 to 6:
1. C -0.89
2. C 0.55
3. O -0.39
4. N -0.26
5. H 0.39
6. H 0.39

Record 2
This record from the OMol25 dataset describes a cluster of 3 separate species, C18H48F3N6O5P2S in total at a distorted geometry. The level of theory is ωB97M-V/def2-TZVPD.

## Properties
charge: +1
HOMO energy: -10.0 eV
E_LUMO: -3.74 eV
multiplicity: 1
frontier orbital gap: 6.28 eV

CARTESIAN COORDINATES (ANGSTROEM)
C (2.7920, -0.3885, -4.1338)
O (1.7356, -0.4353, -5.0950)
C (1.1810, -1.6614, -5.2393)
S (0.2226, -2.1636, -3.7352)
O (1.2349, -3.0329, -2.8363)
C (-1.1216, -3.2720, -4.2381)
C (-2.3742, -2.9267, -3.3949)
O (-3.2768, -2.1906, -4.1764)
C (-3.4184, -0.8395, -3.7856)
C (-4.8174, -0.3450, -4.2253)
F (-5.6112, -1.3805, -4.5483)
F (-4.7375, 0.4630, -5.2913)
F (-5.4217, 0.2941, -3.2061)
H (2.9444, 0.6512, -3.8673)
H (2.5592, -0.9106, -3.2062)
H (3.7442, -0.7554, -4.5165)
H (1.8806, -2.4763, -5.4696)
H (0.4659, -1.6226, -6.0629)
H (1.5183, -3.8193, -3.3307)
H (-1.2975, -3.0973, -5.2972)
H (-0.8027, -4.3000, -4.0746)
H (-2.0358, -2.3676, -2.5196)
H (-2.8705, -3.8214, -3.0264)
H (-3.3812, -0.7326, -2.7026)
H (-2.6986, -0.1802, -4.2750)
O (4.5899, 0.6174, -0.6907)
P (4.6546, 0.0563, 0.7003)
N (5.3992, -1.4618, 0.4164)
C (4.9249, -2.7648, 0.8284)
C (6.6819, -1.4612, -0.2731)
N (2.9612, -0.1081, 0.9685)
C (2.3003, -1.2804, 1.5028)
C (2.0807, 0.5895, 0.0456)
N (4.9346, 0.0418, 2.4148)
C (4.4334, 1.2707, 3.0867)
C (6.3469, -0.1124, 2.8289)
H (4.6613, -2.8016, 1.8891)
H (5.7016, -3.5182, 0.6956)
H (4.0620, -3.0901, 0.2362)
H (7.5220, -1.3279, 0.4223)
H (6.7327, -0.6542, -1.0061)
H (6.8424, -2.3913, -0.8190)
H (2.1528, -2.0547, 0.7364)
H (1.3138, -1.0123, 1.8926)
H (2.8388, -1.7090, 2.3450)
H (1.9661, 0.0409, -0.9031)
H (2.4565, 1.5835, -0.1784)
H (1.0885, 0.7229, 0.4817)
H (4.9634, 2.1649, 2.7474)
H (4.5597, 1.1802, 4.1649)
H (3.3721, 1.4131, 2.9013)
H (7.0060, 0.6129, 2.3463)
H (6.7101, -1.1153, 2.6126)
H (6.4308, 0.0132, 3.9071)
O (-2.4776, 0.0518, 2.5154)
P (-3.3688, 1.2608, 2.5990)
N (-4.1874, 1.1559, 1.0940)
C (-4.3121, 2.1915, 0.0898)
C (-4.8829, -0.0840, 0.7909)
N (-2.1598, 2.4790, 2.6131)
C (-2.1616, 3.6725, 1.7919)
C (-0.7955, 2.0548, 2.8881)
N (-4.5030, 2.3812, 3.2945)
C (-4.1719, 2.7320, 4.7013)
C (-5.9150, 1.9399, 3.2988)
H (-4.6547, 3.1427, 0.5068)
H (-5.0567, 1.9171, -0.6585)
H (-3.3700, 2.3556, -0.4438)
H (-5.9052, -0.0931, 1.1945)
H (-4.3566, -0.9419, 1.2143)
H (-4.9472, -0.2532, -0.2858)
H (-1.8048, 3.4719, 0.7737)
H (-1.5029, 4.4294, 2.2270)
H (-3.1444, 4.1363, 1.7426)
H (-0.3190, 1.6210, 1.9998)
H (-0.7647, 1.3180, 3.6860)
H (-0.1880, 2.8991, 3.2231)
H (-4.2315, 1.8628, 5.3623)
H (-4.8616, 3.4928, 5.0650)
H (-3.1711, 3.1479, 4.7758)
H (-6.0428, 0.9503, 3.7444)
H (-6.3231, 1.9261, 2.2898)
H (-6.5218, 2.6487, 3.8600)

Mulliken population analysis, charges in e, atoms 1 to 6:
1. C -0.59
2. O -0.31
3. C -0.36
4. S 0.29
5. O -0.35
6. C -0.63

Record 3
This record from the OMol25 dataset describes a cluster of 7 separate species, C18H48IO6 in total at a distorted geometry. The level of theory is ωB97M-V/def2-TZVPD.

## Properties
HOMO energy (alpha / beta): -9.5 / -9.5 eV
E_LUMO (alpha / beta): 0.53 / -4.45 eV
multiplicity: 2
frontier orbital gap (alpha / beta): 10.05 / 5.03 eV

CARTESIAN COORDINATES (ANGSTROEM)
I (0.2947, -0.2467, 0.1974)
C (-3.8105, -0.3821, 1.8001)
C (-3.2438, 0.7530, 2.6566)
C (-2.5389, 0.2976, 3.9226)
O (-2.3572, 1.4531, 1.7516)
H (-4.2311, -1.1263, 2.4764)
H (-3.1128, -1.0256, 1.2641)
H (-4.6194, -0.1725, 1.1001)
H (-4.1194, 1.3542, 2.9017)
H (-3.2536, -0.2353, 4.5498)
H (-2.2466, 1.1728, 4.5028)
H (-1.7353, -0.4148, 3.7361)
H (-1.5818, 0.8874, 1.7701)
C (-1.7215, -3.8654, 0.7704)
C (-2.0356, -3.9112, -0.7289)
C (-3.3238, -3.3198, -1.1299)
O (-0.9744, -3.2264, -1.4658)
H (-2.4191, -4.4991, 1.3181)
H (-1.7054, -2.8171, 1.0685)
H (-0.8017, -4.3405, 1.1115)
H (-2.0585, -4.9775, -0.9538)
H (-3.6362, -3.6352, -2.1254)
H (-3.4574, -2.2596, -0.9151)
H (-4.1240, -3.5961, -0.4433)
H (-0.9269, -2.3446, -1.0892)
C (0.5290, 3.5305, 2.7341)
C (0.3901, 3.9992, 1.3166)
C (1.6422, 3.7352, 0.4871)
O (-0.5605, 3.1663, 0.6310)
H (1.5471, 3.6161, 3.1137)
H (0.4038, 2.4510, 2.8184)
H (-0.1052, 4.0601, 3.4450)
H (0.2713, 5.0775, 1.2104)
H (2.5255, 4.1407, 0.9804)
H (1.4717, 3.9645, -0.5648)
H (1.7241, 2.6766, 0.2403)
H (-0.1906, 2.3336, 0.3288)
C (3.7563, 0.2068, 2.9057)
C (4.4176, 0.0872, 1.5208)
C (5.8665, -0.3599, 1.5657)
O (3.6585, -1.0084, 0.9045)
H (2.6729, 0.2052, 2.7860)
H (4.1174, 1.1145, 3.3892)
H (3.9778, -0.6447, 3.5491)
H (4.2599, 0.9377, 0.8575)
H (5.9021, -1.1471, 2.3189)
H (6.5164, 0.3986, 2.0020)
H (6.1899, -0.8298, 0.6369)
H (2.7216, -0.8585, 1.0506)
C (2.2729, 0.2821, -3.0301)
C (2.3486, -1.1381, -3.4506)
C (3.7229, -1.7776, -3.3615)
O (1.3711, -1.8851, -2.7170)
H (2.9237, 0.8941, -3.6546)
H (2.8435, 0.5116, -2.1302)
H (1.2454, 0.6459, -3.0234)
H (2.0156, -1.2334, -4.4841)
H (4.4592, -1.1444, -3.8565)
H (3.8116, -2.7579, -3.8298)
H (4.0364, -1.8539, -2.3203)
H (1.3283, -1.4444, -1.8653)
C (-1.8409, 1.4982, -3.2647)
C (-3.0166, 1.3535, -2.3427)
C (-3.5827, -0.0930, -2.3879)
O (-2.4668, 1.6440, -1.0729)
H (-1.1101, 0.7118, -3.0761)
H (-1.4679, 2.5043, -3.4569)
H (-2.2578, 1.1099, -4.1939)
H (-3.7831, 2.0961, -2.5645)
H (-2.7176, -0.6361, -2.0075)
H (-3.9467, -0.4160, -3.3632)
H (-4.4132, -0.2644, -1.7031)
H (-1.7407, 1.0176, -1.1173)

Mulliken population analysis, charges in e, atoms 1 to 6:
1. I 0.55
2. C -0.98
3. C 0.42
4. C -1.39
5. O -0.19
6. H 0.45

Record 4
This record from the OMol25 dataset describes a cluster of 5 separate species, C18H48NO14P3 in total at a distorted geometry. The level of theory is ωB97M-V/def2-TZVPD.

## Properties
HOMO energy: -5.4 eV
E_LUMO: 0.52 eV
energy above the lowest of the compared OMol25 structures with the same formula, charge and spin: 0.00 kcal/mol
multiplicity: 1
frontier orbital gap: 5.94 eV

CARTESIAN COORDINATES (ANGSTROEM)
O (-0.8414, 0.1593, -0.3796)
H (-0.9036, 1.0591, -0.8305)
H (-0.9165, 0.1654, 0.6408)
H (-1.4562, -0.5097, -0.7888)
C (-0.3556, 2.0713, 4.1801)
C (0.3385, 1.5400, 2.9021)
C (1.8466, 1.6738, 3.1770)
C (2.3873, 0.5378, 4.0284)
C (1.9758, -0.7874, 3.4063)
C (0.4714, -0.9800, 3.0685)
N (-0.0388, 0.2162, 2.4081)
O (-1.4416, 0.1481, 2.2135)
C (-0.3073, -1.4528, 4.3148)
C (0.5189, -2.1471, 2.0851)
C (0.0764, 2.5534, 1.7630)
H (0.0321, 3.0789, 4.3350)
H (-0.1762, 1.4837, 5.0803)
H (-1.4334, 2.1206, 4.0172)
H (2.1110, 2.5760, 3.7378)
H (2.4082, 1.7660, 2.2399)
H (2.0482, 0.5839, 5.0660)
H (3.4808, 0.5794, 4.0156)
H (2.2515, -1.5928, 4.0958)
H (2.6121, -0.9075, 2.5300)
H (0.3362, -2.0371, 4.9797)
H (-1.2628, -1.9361, 4.1301)
H (-0.5302, -0.6014, 4.9682)
H (-0.4904, -2.2839, 1.6903)
H (0.8919, -3.0655, 2.5417)
H (1.1365, -1.9352, 1.2075)
H (0.3560, 3.5569, 2.0993)
H (-0.9723, 2.6540, 1.4790)
H (0.6772, 2.2547, 0.9019)
C (-1.0241, 2.1253, -4.7808)
O (-1.7572, 3.1568, -4.0906)
P (-1.3180, 3.5185, -2.5893)
O (-1.2159, 2.3590, -1.6756)
O (-2.4266, 4.5970, -2.2278)
C (-2.8304, 5.5817, -3.1920)
O (0.0606, 4.2954, -2.8787)
C (0.4662, 5.2989, -1.9195)
H (-1.5682, 1.9431, -5.7033)
H (-0.9822, 1.2105, -4.1877)
H (-0.0092, 2.4816, -4.9647)
H (-3.6822, 5.1565, -3.7243)
H (-2.0851, 5.7247, -3.9762)
H (-3.0668, 6.5101, -2.6846)
H (1.0393, 6.0117, -2.5188)
H (1.2219, 4.9499, -1.2151)
H (-0.3955, 5.7860, -1.4752)
C (2.6254, 2.0757, -2.6070)
O (2.9722, 0.7381, -2.9124)
P (2.1244, -0.4928, -2.4306)
O (0.7061, -0.5211, -2.8026)
O (2.3918, -0.5491, -0.8610)
C (3.7078, -0.8117, -0.3713)
O (2.9499, -1.7179, -3.0140)
C (2.4755, -3.0500, -2.8630)
H (2.6144, 2.6740, -3.5170)
H (3.3591, 2.4978, -1.9190)
H (1.6317, 2.1378, -2.1632)
H (3.7263, -1.7854, 0.1179)
H (4.0001, -0.0092, 0.3019)
H (4.4291, -0.8778, -1.1893)
H (1.4781, -3.0244, -2.4229)
H (3.1973, -3.6152, -2.2756)
H (2.3736, -3.5511, -3.8262)
C (-0.4137, -4.7227, -0.8213)
O (-1.4248, -4.3451, 0.1075)
P (-2.5939, -3.3696, -0.3959)
O (-2.2108, -1.9881, -0.7032)
O (-3.2486, -4.1015, -1.6410)
C (-3.6585, -5.4748, -1.5100)
O (-3.6604, -3.5582, 0.7368)
C (-3.3610, -3.0619, 2.0519)
H (-0.3318, -5.7985, -0.9707)
H (0.5191, -4.2896, -0.4613)
H (-0.5866, -4.3145, -1.8223)
H (-4.7231, -5.5471, -1.7211)
H (-3.4166, -5.9046, -0.5409)
H (-3.1137, -6.0006, -2.2967)
H (-3.0012, -2.0289, 2.0237)
H (-2.5590, -3.6213, 2.5471)
H (-4.2351, -3.2390, 2.6728)

Mulliken population analysis, charges in e, atoms 1 to 6:
1. O 0.41
2. H 0.57
3. H 0.26
4. H 0.75
5. C -1.91
6. C 1.20